# 1
The following is a DFT calculation (wB97M-V/def2-TZVPD) of 8 unconnected molecules or ions with the total composition C12H42N2O8 at a distorted geometry.

Positions of all 64 atoms, in Å:
O (-3.040, -0.188, 1.539)
H (-2.283, -0.623, 1.112)
H (-2.617, 0.527, 2.035)
O (1.155, -2.046, 2.317)
H (1.858, -2.566, 1.906)
H (1.099, -2.365, 3.226)
O (-0.717, 2.010, -0.836)
H (-1.550, 1.766, -1.264)
H (-0.663, 1.428, -0.059)
O (-0.485, -0.779, 0.330)
H (-0.380, -1.539, -0.275)
H (-0.014, -1.050, 1.146)
C (-3.531, -3.053, -0.481)
C (-3.745, -3.037, -1.992)
O (-4.697, -2.055, -2.406)
H (-2.923, -3.933, -0.237)
H (-4.464, -3.137, 0.079)
H (-3.018, -2.159, -0.156)
H (-4.074, -4.019, -2.357)
H (-2.823, -2.759, -2.502)
H (-5.469, -2.158, -1.837)
C (-2.562, 3.094, 2.637)
C (-1.269, 2.698, 3.198)
O (-1.066, 1.292, 3.016)
H (-3.393, 2.514, 3.048)
H (-2.600, 2.949, 1.552)
H (-2.755, 4.148, 2.834)
H (-1.235, 3.005, 4.258)
H (-0.438, 3.250, 2.729)
H (-0.260, 1.008, 3.475)
C (1.480, 0.432, -4.266)
C (0.549, -0.584, -3.658)
C (1.280, -1.390, -2.574)
O (0.415, -2.353, -1.996)
C (0.317, -3.549, -2.705)
N (-0.638, 0.066, -3.091)
H (2.285, -0.073, -4.817)
H (2.009, 0.968, -3.462)
H (0.991, 1.138, -4.924)
H (0.274, -1.296, -4.449)
H (1.509, -0.705, -1.751)
H (2.210, -1.836, -2.957)
H (-0.371, -4.214, -2.179)
H (1.287, -4.056, -2.741)
H (-0.102, -3.396, -3.704)
H (-0.285, 0.684, -2.351)
H (-1.117, -0.669, -2.567)
C (4.049, 1.118, 2.642)
C (2.729, 1.875, 2.710)
C (2.039, 1.905, 1.375)
O (2.956, 2.375, 0.408)
C (2.424, 2.253, -0.872)
N (1.778, 1.337, 3.709)
H (4.833, 1.712, 2.178)
H (3.962, 0.159, 2.124)
H (4.387, 0.915, 3.666)
H (2.965, 2.896, 3.035)
H (1.154, 2.551, 1.375)
H (1.744, 0.858, 1.159)
H (3.099, 2.782, -1.544)
H (1.439, 2.720, -0.940)
H (2.411, 1.196, -1.157)
H (2.035, 1.637, 4.639)
H (1.863, 0.322, 3.648)

Its calculated total energy is -1193.78839 Eh. Its SMILES is COC[C@H](C)N.COC[C@H](C)N.CCO.CCO.O.O.O.O. The max |F| is 0.036 Eh/bohr. As for the energy above the lowest of the compared OMol25 structures with the same formula, charge and spin: 0.000 eV. The HOMO energy is -9.1 eV.

# 2
The following is a DFT calculation (wB97M-V/def2-TZVPD) of 10 unconnected molecules or ions with the total composition C12H44O10 at a distorted geometry.

Positions of all 66 atoms, in Å:
O (2.904, 0.061, -4.457)
H (2.327, 0.727, -4.831)
H (3.648, 0.555, -4.112)
O (2.234, 2.217, 0.373)
H (1.724, 2.926, -0.018)
H (1.994, 1.441, -0.133)
O (0.091, -3.837, -3.609)
H (0.646, -3.181, -4.031)
H (0.542, -4.668, -3.763)
O (1.990, -2.307, -4.925)
H (2.378, -1.576, -4.443)
H (2.362, -3.088, -4.517)
O (-4.307, -2.152, 1.696)
H (-3.548, -2.050, 1.122)
H (-4.281, -1.384, 2.267)
O (-1.053, 2.909, -0.082)
H (-1.840, 2.424, 0.165)
H (-1.337, 3.822, -0.126)
C (0.061, 2.367, -6.592)
C (-0.118, 2.581, -5.073)
C (-1.092, 1.566, -4.452)
O (1.092, 2.351, -4.467)
H (1.094, 2.597, -6.853)
H (-0.595, 2.998, -7.193)
H (-0.053, 1.311, -6.837)
H (-0.456, 3.589, -4.834)
H (-2.083, 1.731, -4.873)
H (-1.199, 1.627, -3.369)
H (-0.803, 0.538, -4.670)
H (0.960, 1.926, -3.616)
C (-0.937, -5.197, 4.869)
C (-1.340, -3.810, 4.274)
C (-0.299, -2.897, 3.747)
O (-2.275, -4.080, 3.305)
H (-0.115, -5.104, 5.577)
H (-0.598, -5.877, 4.087)
H (-1.647, -5.801, 5.434)
H (-1.806, -3.269, 5.098)
H (0.327, -3.389, 3.002)
H (0.428, -2.672, 4.528)
H (-0.697, -1.975, 3.324)
H (-1.899, -4.567, 2.567)
C (-0.044, 3.576, 5.667)
C (0.904, 3.258, 4.481)
C (0.629, 1.999, 3.663)
O (0.872, 4.454, 3.647)
H (0.243, 4.459, 6.239)
H (-0.015, 2.644, 6.230)
H (-1.054, 3.606, 5.259)
H (1.876, 3.328, 4.970)
H (0.155, 1.154, 4.161)
H (1.418, 1.576, 3.040)
H (-0.201, 2.346, 3.047)
H (-0.030, 4.532, 3.327)
C (0.909, -1.176, -1.671)
C (0.034, -0.314, -0.847)
C (-0.114, -0.566, 0.632)
O (0.406, 1.040, -1.115)
H (0.793, -1.005, -2.741)
H (0.576, -2.201, -1.506)
H (1.925, -1.097, -1.282)
H (-0.990, -0.537, -1.146)
H (-0.342, 0.287, 1.271)
H (0.799, -1.028, 1.008)
H (-0.864, -1.309, 0.903)
H (-0.311, 1.593, -0.795)

Its net charge is -1. Its calculated total energy is -1235.91921 Eh. The max |F| is 0.052 Eh/bohr. As for the energy above the lowest of the compared OMol25 structures with the same formula, charge and spin: 1.591 eV. The HOMO energy (spin up / spin down) is -0.1 / -7.2 eV. As for the multiplicity: 2.